Entry 1:
Here is C38H50Ge2N8NiS2Si as an isolated structure from OMol25. Energies are from wB97M-V/def2-TZVPD.

HOMO level (alpha / beta) = -10.43 / -10.40 eV
Relative energy (zero: lowest compared OMol25 entry of this formula, charge and spin) = 15.6 kcal per mole
Spin multiplicity = 2
Gap between HOMO and LUMO (alpha / beta) = 0.221 / 0.258 Ha
Charge = +1

Geometry (Å):
Ni1 -0.1030 -0.4707 0.4252
C1 6.7602 -0.9531 1.4909
Si1 5.1750 -0.3237 0.6551
C2 5.2278 -0.5407 -1.2330
C3 4.8600 1.5065 1.1034
C4 3.7078 -1.2924 1.4104
C5 3.8265 -2.2318 2.4261
C6 2.7016 -2.8239 2.9904
C7 1.4478 -2.4473 2.5424
N1 1.3097 -1.5452 1.5809
C8 2.4016 -1.0055 1.0165
S1 1.9888 0.1221 -0.2356
H1 7.6221 -0.4329 1.0888
H2 6.9217 -2.0130 1.3235
H3 6.7586 -0.7832 2.5630
H4 6.1250 -0.0895 -1.6448
H5 4.3737 -0.0635 -1.7032
H6 5.2244 -1.5865 -1.5216
H7 5.7040 2.1259 0.8183
H8 4.7007 1.6420 2.1699
H9 3.9868 1.8836 0.5797
H10 4.8097 -2.5015 2.7831
H11 2.7915 -3.5592 3.7755
H12 0.5391 -2.8543 2.9677
C9 1.3120 1.3624 3.5539
N2 0.3297 2.1880 2.9170
C10 0.5125 3.6246 2.8164
C11 -0.8098 4.1051 2.2002
N3 -1.4226 2.8563 1.7768
C12 -0.7862 1.7897 2.3067
S2 -1.4048 0.2245 2.2827
H13 2.3026 1.5991 3.1600
H14 1.0856 0.3144 3.3589
H15 1.3058 1.5306 4.6339
H16 1.3706 3.8430 2.1715
H17 0.6927 4.0526 3.8050
H18 -0.6466 4.7758 1.3546
H19 -1.4420 4.6233 2.9315
H20 -2.3849 2.8036 1.4819
C13 0.2282 2.8376 -1.4299
C14 -1.0103 2.0312 -1.3879
N4 -1.1726 0.8489 -0.8291
C15 -2.4650 0.4693 -1.0716
C16 -3.0936 1.4448 -1.7719
N5 -2.1661 2.4316 -1.9748
C17 -2.3979 3.7119 -2.5860
N6 -2.3574 4.7538 -1.6006
N7 -1.4020 5.7046 -1.6233
N8 -1.5341 6.4934 -0.6498
C18 -2.6035 6.1029 0.1030
C19 -3.1509 6.6167 1.2780
C20 -4.2216 5.9393 1.8132
C21 -4.7508 4.7891 1.2100
C22 -4.2300 4.2663 0.0464
C23 -3.1516 4.9461 -0.5053
H21 0.9928 2.3580 -0.8253
H22 0.0614 3.8517 -1.0714
H23 0.5931 2.9182 -2.4544
H24 -2.8512 -0.4721 -0.7363
H25 -4.0878 1.5105 -2.1563
H26 -3.3800 3.6947 -3.0713
H27 -1.6128 3.9369 -3.3176
H28 -2.7473 7.5066 1.7302
H29 -4.6790 6.2928 2.7232
H30 -5.5950 4.2980 1.6691
H31 -4.6422 3.3817 -0.4144
C24 -4.1580 -2.7035 0.3148
Ge1 -2.5179 -3.8270 0.1201
C25 -3.0199 -5.4878 -0.8767
C26 -2.0285 -4.2462 2.0064
Ge2 -0.5520 -2.4111 -0.7730
C27 -1.0387 -1.8967 -2.6497
C28 -2.2421 -2.2669 -3.2356
C29 -2.5921 -1.8000 -4.4901
C30 -1.7406 -0.9468 -5.1716
C31 -0.5408 -0.5630 -4.5959
C32 -0.2005 -1.0284 -3.3397
C33 0.9910 -3.6867 -0.8962
C34 0.9544 -4.9650 -0.3547
C35 2.0848 -5.7635 -0.3439
C36 3.2682 -5.2906 -0.8839
C37 3.3135 -4.0250 -1.4431
C38 2.1854 -3.2257 -1.4360
H32 -4.8920 -3.3087 0.8403
H33 -4.5888 -2.3930 -0.6322
H34 -3.9472 -1.8283 0.9240
H35 -3.8404 -5.9436 -0.3309
H36 -2.2014 -6.1963 -0.9341
H37 -3.3570 -5.2641 -1.8830
H38 -2.8568 -4.7763 2.4679
H39 -1.8808 -3.3119 2.5431
H40 -1.1348 -4.8553 2.0957
H41 -2.9086 -2.9373 -2.7058
H42 -3.5313 -2.0970 -4.9347
H43 -2.0153 -0.5767 -6.1473
H44 0.1266 0.1045 -5.1222
H45 0.7250 -0.7064 -2.8785
H46 0.0248 -5.3472 0.0478
H47 2.0440 -6.7534 0.0879
H48 4.1546 -5.9061 -0.8684
H49 4.2302 -3.6600 -1.8830
H50 2.2340 -2.2295 -1.8571

Mulliken population analysis, charges in e, atoms 1 to 99: -1.63, -1.25, 0.38, -0.76, -1.00, -0.24, -0.12, -1.22, -0.61, 0.90, 1.40, -0.63, 0.36, 0.35, 0.36, 0.43, 0.20, 0.15, 0.45, 0.28, 0.18, 0.50, 0.48, 0.42, -0.60, 0.28, -0.80, -0.20, 0.16, 0.06, -0.41, 0.17, -0.01, 0.38, 0.30, 0.41, 0.09, 0.32, 0.24, -1.16, -0.36, 2.86, -0.28, -1.51, 0.48, -1.20, 0.87, -0.68, -0.49, 0.15, -0.87, -0.53, -0.52, -0.77, 1.31, -0.41, 0.38, 0.42, 0.43, 0.67, 0.45, 0.29, 0.48, 0.42, 0.43, 0.43, -1.32, 1.02, -1.27, -1.18, -0.70, 0.47, 0.16, -0.78, -0.57, -0.72, -0.19, 0.02, 0.02, -0.89, -0.66, -0.88, 0.53, 0.50, 0.37, 0.37, 0.47, 0.39, 0.40, 0.53, 0.29, 0.37, 0.08, 0.45, 0.41, 0.46, 0.06, 0.10, 0.44



Entry 2:
Here is C24H25O4PtSe2Te as an isolated structure from OMol25. Energies are from wB97M-V/def2-TZVPD.

HOMO level (alpha / beta) = -11.10 / -11.51 eV
Relative energy (zero: lowest compared OMol25 entry of this formula, charge and spin) = 6.1 kcal per mole
Spin multiplicity = 5
Gap between HOMO and LUMO (alpha / beta) = 0.327 / 0.224 Ha
Charge = +1

Geometry (Å):
Pt1 0.5892 0.8206 -0.2254
O1 6.1469 2.3816 -1.0330
C1 5.4121 2.8926 0.0495
C2 4.0379 2.1741 0.0662
C3 4.3235 0.6815 0.2868
O2 3.0946 -0.0040 0.3508
C4 3.2415 2.7499 1.2403
Se1 1.3499 2.2446 1.5343
C5 3.3699 2.4627 -1.2896
Se2 2.2375 1.0692 -2.0984
H1 6.9676 2.8735 -1.1372
H2 5.2612 3.9762 -0.0517
H3 5.9298 2.7056 1.0011
H4 4.8767 0.5537 1.2233
H5 4.9399 0.3117 -0.5402
H6 3.1986 -0.9017 0.6846
H7 3.2178 3.8394 1.1444
H8 3.7490 2.5075 2.1790
H9 4.1554 2.6328 -2.0262
H10 2.7539 3.3620 -1.2221
Te1 -1.8572 0.4780 -1.3731
C6 -3.4053 1.9332 -1.0032
C7 -4.6392 1.5538 -1.5196
C8 -5.7306 2.3976 -1.4075
C9 -5.5870 3.6228 -0.7765
C10 -4.3606 3.9943 -0.2515
C11 -3.2640 3.1534 -0.3631
C12 -2.2788 -0.4374 0.4991
C13 -2.0793 0.2964 1.6636
C14 -2.4013 -0.2662 2.8855
C15 -2.9269 -1.5468 2.9446
C16 -3.0992 -2.2831 1.7844
C17 -2.7746 -1.7302 0.5569
H11 -4.7392 0.5917 -2.0116
H12 -6.6853 2.1089 -1.8207
H13 -6.4333 4.2876 -0.6964
H14 -4.2545 4.9503 0.2370
H15 -2.3042 3.4517 0.0430
H16 -1.6972 1.3128 1.6199
H17 -2.2489 0.2994 3.7921
H18 -3.2123 -1.9681 3.8954
H19 -3.4979 -3.2844 1.8335
H20 -2.9188 -2.2964 -0.3536
O3 0.7188 -1.4183 0.4658
C18 0.3334 -1.9536 -0.5982
O4 -0.0179 -1.2686 -1.5989
C19 0.2781 -3.4300 -0.6884
C20 0.1610 -4.0452 -1.9311
C21 0.1284 -5.4250 -2.0057
C22 0.1980 -6.1832 -0.8471
C23 0.2959 -5.5679 0.3920
C24 0.3423 -4.1900 0.4760
H21 0.1180 -3.4390 -2.8231
H22 0.0464 -5.9123 -2.9660
H23 0.1700 -7.2611 -0.9107
H24 0.3378 -6.1672 1.2904
H25 0.4327 -3.6916 1.4300

Okay, here come the natural (NBO) numbers, in e, for every atom: 0.63, -0.73, -0.05, -0.12, -0.08, -0.75, -0.58, 0.24, -0.62, 0.46, 0.49, 0.18, 0.18, 0.19, 0.20, 0.52, 0.24, 0.24, 0.26, 0.24, 0.98, -0.32, -0.18, -0.21, -0.19, -0.19, -0.24, -0.30, -0.26, -0.19, -0.19, -0.21, -0.18, 0.21, 0.23, 0.23, 0.22, 0.22, 0.22, 0.22, 0.23, 0.23, 0.22, -0.73, 0.78, -0.75, -0.20, -0.12, -0.23, -0.18, -0.20, -0.17, 0.22, 0.22, 0.22, 0.22, 0.23



Entry 3:
Here is C15H14MnN3O4S8Sb as an isolated structure from OMol25. Energies are from wB97M-V/def2-TZVPD.

HOMO level (alpha / beta) = -7.89 / -7.86 eV
Spin multiplicity = 2
Gap between HOMO and LUMO (alpha / beta) = 0.209 / 0.205 Ha

Geometry (Å):
Mn1 0.2632 -0.8180 1.0259
C1 -2.2776 -2.6086 0.1290
O1 -1.6234 -1.8355 1.1252
C2 -2.5551 -1.2011 1.9888
C3 -1.8094 -0.5671 3.1621
O2 -0.6755 0.1334 2.6703
C4 -0.3386 1.2924 3.4149
H1 -2.8888 -3.3839 0.6040
H2 -1.5101 -3.0870 -0.4818
H3 -2.8977 -1.9615 -0.4973
H4 -3.2701 -1.9461 2.3629
H5 -3.0986 -0.4274 1.4314
H6 -1.4743 -1.3387 3.8742
H7 -2.4841 0.1264 3.6738
H8 -1.1625 2.0139 3.3816
H9 0.5443 1.7304 2.9453
H10 -0.0947 1.0251 4.4491
S1 2.1846 -3.9709 2.1594
Sb1 4.0545 -2.5351 0.9869
S2 2.3029 -0.6717 2.0584
S3 1.2661 -2.2802 2.7930
S4 5.5131 -2.3768 2.6803
S5 1.0164 -2.2799 -0.5715
C5 1.7325 -1.9657 -2.0996
S6 2.4174 -0.4032 -2.6314
C6 1.8148 -2.9814 -3.0195
C7 1.0738 -4.1706 -2.8650
N1 0.4098 -5.1027 -2.7817
C8 2.5850 -2.8958 -4.1917
N2 3.2408 -2.8781 -5.1335
O3 -2.2117 0.4314 -0.9014
S7 -1.4056 1.4128 -0.2355
O4 -1.9062 1.9083 1.0132
N3 0.1563 0.6780 -0.0343
C9 1.0074 1.3628 -0.7711
S8 2.6617 0.7568 -0.9664
C10 0.5482 2.5563 -1.4119
C11 1.3007 3.5130 -2.0952
C12 0.6653 4.6634 -2.5264
C13 -0.6973 4.8621 -2.3232
C14 -1.4638 3.8902 -1.6848
C15 -0.8238 2.7587 -1.2434
H11 2.3565 3.3533 -2.2497
H12 1.2369 5.4275 -3.0299
H13 -1.1599 5.7771 -2.6618
H14 -2.5228 4.0141 -1.5236

Okay, here come the natural (NBO) numbers, in e, for every atom: 0.61, -0.25, -0.57, -0.09, -0.08, -0.58, -0.24, 0.18, 0.23, 0.20, 0.20, 0.20, 0.20, 0.21, 0.20, 0.20, 0.19, -0.37, 1.00, -0.26, 0.08, -0.70, -0.10, -0.20, 0.23, -0.41, 0.29, -0.30, 0.27, -0.29, -0.89, 2.25, -0.91, -0.65, 0.07, 0.18, -0.05, -0.17, -0.18, -0.18, -0.16, -0.31, 0.24, 0.23, 0.23, 0.24



Entry 4:
Here is a 13-piece molecular cluster, C5H38NO14 overall from OMol25. Energies are from wB97M-V/def2-TZVPD.

HOMO level = -13.25 eV
Relative energy (zero: lowest compared OMol25 entry of this formula, charge and spin) = 193.2 kcal per mole
Spin multiplicity = 1
Gap between HOMO and LUMO = 0.378 Ha
Charge = +1

Geometry (Å):
O1 -0.2087 0.4986 0.5987
C1 -0.6039 -0.8746 0.3119
C2 -1.8577 -1.1572 1.0833
C3 -3.1481 -0.7133 0.4457
C4 -3.1384 -1.1544 -1.1112
C5 -2.4100 -2.5017 -1.3526
N1 -1.4198 -0.6892 2.5306
H1 -0.5986 -0.8292 -0.7820
H2 -1.7620 -2.2892 1.0427
H3 -3.4088 0.3237 0.5353
H4 -4.0881 -1.3074 0.8762
H5 -4.3132 -1.2495 -1.3703
H6 -2.8701 -0.2819 -1.6852
H7 -2.8322 -2.7045 -2.3496
H8 -2.3904 -3.0606 -0.5145
H9 -1.3188 -2.5168 -1.6563
H10 -2.0302 0.1524 2.5881
H11 -1.7064 -1.2173 3.4720
H12 -0.4146 -0.6297 2.5386
H13 0.5362 0.5452 1.1807
H14 0.7750 4.0222 1.3133
O2 0.4728 3.1520 0.9312
H15 -0.1172 -2.2622 -4.1753
H16 -0.4378 -0.9961 -4.9424
O3 -0.3674 -1.3461 -4.0974
H17 3.1029 1.6615 -0.2526
H18 4.1497 1.8193 1.1597
O4 3.3413 2.0097 0.6836
H19 -0.0753 1.1674 -0.8069
H20 -0.2145 1.3751 -2.2833
O5 0.4769 1.4523 -1.6002
H21 0.2663 2.3927 3.8784
H22 -0.5915 2.5209 2.4987
O6 -0.4623 1.9094 3.3093
H23 -2.1958 2.0776 1.1630
H24 -3.3935 2.9914 0.9434
O7 -3.0621 2.1853 1.3395
H25 2.9080 -3.1554 1.4663
H26 2.6570 -2.6113 0.2390
O8 2.7661 -3.5656 0.5595
H27 3.6403 2.6443 -1.9498
H28 3.0242 1.7413 -2.8742
O9 3.6421 1.7381 -2.0197
H29 -0.8905 3.8121 -1.4322
H30 -1.1574 3.6032 0.0074
O10 -1.4682 3.9015 -0.8191
H31 1.7466 -0.1053 2.8463
H32 2.8929 0.9002 2.6354
O11 2.7065 -0.0162 2.7321
H33 1.5938 -0.5564 -1.6163
H34 2.9403 -0.2044 -0.9501
O12 2.3708 -0.9575 -1.1875
H35 1.2035 -1.8523 0.5525
H36 1.3920 2.9068 0.6578
O13 0.2442 -1.7172 0.9462
H37 2.3440 -2.9598 -1.6081
H38 2.0966 -4.4364 -1.7183
O14 1.6635 -3.5854 -1.9111

Okay, here come the natural (NBO) numbers, in e, for every atom: -0.79, 0.33, -0.06, -0.48, -0.39, -0.66, -0.72, 0.22, 0.26, 0.27, 0.23, 0.23, 0.21, 0.26, 0.20, 0.23, 0.47, 0.46, 0.45, 0.50, 0.49, -0.99, 0.49, 0.47, -0.96, 0.53, 0.51, -1.05, 0.49, 0.48, -1.01, 0.49, 0.50, -1.01, 0.46, 0.50, -0.95, 0.47, 0.44, -0.91, 0.47, 0.50, -0.94, 0.46, 0.47, -0.94, 0.45, 0.48, -0.93, 0.51, 0.50, -0.99, 0.53, 0.52, -0.76, 0.48, 0.48, -0.96



Entry 5:
Here is a 3-piece molecular cluster, C3H11NO2 overall from OMol25. Energies are from wB97M-V/def2-TZVPD.

SMILES string = C=CNC.O.O
HOMO level = -8.91 eV
Relative energy (zero: lowest compared OMol25 entry of this formula, charge and spin) = 23.3 kcal per mole
Spin multiplicity = 1
Gap between HOMO and LUMO = 0.360 Ha

Geometry (Å):
C1 -0.4359 -3.4318 0.2787
C2 -0.4147 -2.1616 -0.0922
N1 -0.2090 -1.0689 0.7824
C3 0.9897 -0.2457 0.5041
H1 -0.2670 -3.8081 1.2872
H2 -0.6705 -4.2028 -0.4222
H3 -0.5913 -1.8285 -1.1138
H4 -0.2205 -1.3521 1.7424
H5 0.6902 0.7212 0.0896
H6 1.5765 -0.1590 1.4063
H7 1.6121 -0.7317 -0.2496
O1 -2.3751 0.6797 -0.2075
H8 -1.6494 0.1015 0.1113
H9 -3.0809 0.5560 0.4322
O2 1.3161 5.6729 -1.3878
H10 1.6179 5.7097 -2.3007
H11 2.1120 5.5492 -0.8604

Okay, here come the natural (NBO) numbers, in e, for every atom: -0.47, 0.00, -0.66, -0.42, 0.19, 0.21, 0.20, 0.37, 0.20, 0.20, 0.19, -0.97, 0.48, 0.46, -0.94, 0.47, 0.47